Entry from the OMol25 dataset: an isolated molecule of C6H7FO (ωB97M-V/def2-TZVPD).

```
! RIJCOSX wB97M-V def2-TZVPD def2/J DEFGRID3
* xyz 0 1
C 0.95 -1.31 -0.10
C 0.62 0.07 -0.70
C -0.53 0.82 -0.07
C -0.45 1.77 0.84
C -1.61 -0.15 -0.26
C -2.63 -0.70 -0.35
H 0.29 -0.37 1.30
H 1.79 -1.73 -0.56
H 0.06 -1.95 -0.47
H 0.48 -0.03 -1.69
H -1.38 1.99 1.41
H 0.44 2.55 0.79
H -3.74 -1.06 -0.46
O 1.01 -1.21 1.26
F 1.77 0.80 -0.73
*
```

Results
**Orbital gap**: 10.29 eV
**Energy relative to the best compared isomer or geometry (same formula, charge and spin)**: 103.3 kcal per mole
**HOMO level**: -9.925 eV
**Total energy**: -407.75400 Ha
**SMILES string**: C#CC(=C)[C@@H](F)CO

In the Mulliken picture, each atom carries the following charge in e: -0.554 -0.011 -0.327 -0.550 -0.661 0.429 0.487 0.435 0.269 0.424 0.328 0.237 0.405 -0.529 -0.379